(1)
129
Properties=species:S:1:pos:R:3:forces:R:3 method="wB97M-V/def2-TZVPD" homo_energy_ev=-7.7 smiles="[H]/N=C/Cc1c(C)c2c(c(S(C)(=O)=O)c1CCF)C(=O)C=C(CCCCN(CCCC)C(=S)SCCC)C2=O.C[C@@H]1COC(=O)O1.C[C@@H]1COC(=O)O1.C[C@@H]1COC(=O)O1.C[C@@H]1COC(=O)O1" gap_ev=7.1538 e_lumo_ev=-0.52
H -2.951 0.036 -2.357 -0.14 0.02 0.22
H 6.886 -1.244 0.586 0.03 0.02 0.08
H -4.784 -2.654 0.490 0.07 -0.16 -0.16
H 1.149 4.407 4.511 -0.02 0.09 0.28
C 4.887 2.590 2.018 0.55 -1.65 0.09
H -0.168 4.769 -2.724 0.11 0.05 0.00
H -0.279 -4.310 2.407 -0.10 0.08 0.00
S 2.170 4.546 0.154 -0.27 -0.67 0.44
H -2.754 -8.456 3.643 0.08 0.13 -0.05
C -0.855 0.398 1.595 -0.11 1.28 -0.02
C 1.055 -8.958 -3.886 0.26 0.07 -0.04
O 1.595 8.571 -2.422 -0.02 -0.04 -0.01
C -5.324 1.803 -7.207 -0.24 -0.28 0.02
H -1.043 8.893 0.879 0.10 -0.13 -0.04
C -0.061 -8.552 -2.957 -0.70 0.11 -0.26
C -1.774 11.324 -0.886 -0.36 -0.02 -0.07
H 1.534 -8.108 -4.367 0.14 -0.05 0.09
H 2.111 4.065 -2.177 -0.01 -0.10 0.07
N 0.653 -3.453 -0.507 -0.06 -0.19 0.14
O 0.513 8.519 -0.444 -0.03 0.24 -0.14
H -2.601 1.747 -2.114 0.20 0.11 0.36
H 0.869 -8.464 2.052 0.02 0.06 -0.17
C 3.126 3.078 0.525 -0.68 -0.40 -0.75
C -2.182 2.093 -5.597 0.20 -0.03 -0.04
H 1.559 -1.835 3.994 0.07 0.04 -0.16
C 0.225 -4.297 0.339 0.46 0.18 -0.04
C -0.422 9.420 0.157 -0.03 -0.29 0.24
C -0.741 -2.357 1.559 0.25 -0.45 0.66
C -4.226 2.932 -5.191 -0.07 0.10 0.35
H 0.006 -7.117 2.826 -0.15 -0.05 0.04
C 0.302 5.138 -1.807 -0.20 0.14 0.47
H -4.303 3.856 -5.768 -0.03 -0.09 -0.13
C -3.825 -2.999 0.870 0.20 0.12 -0.01
C 0.921 2.316 5.082 -0.22 0.44 0.28
H -2.824 11.341 -1.177 0.03 0.05 -0.03
H -4.785 1.816 -8.152 0.10 0.11 0.06
H -1.494 4.557 -0.756 0.13 0.02 0.45
O -1.951 -6.386 -0.344 0.09 0.04 -0.09
H 0.504 -5.357 0.281 -0.18 0.55 0.14
H 2.070 -2.567 2.473 0.04 -0.13 0.21
H 5.567 0.796 3.031 -0.21 -0.26 -0.08
H -1.110 -8.757 4.235 0.00 0.11 -0.05
O -0.020 -9.600 -1.970 0.43 0.00 -0.05
C -1.438 -8.474 -3.600 -0.15 0.40 0.06
O -3.417 1.801 0.535 1.03 0.49 0.32
H -1.644 -4.314 1.310 0.00 0.04 0.21
C -0.796 5.394 -0.761 -0.10 0.26 -0.72
H -1.248 12.028 -1.529 0.14 -0.06 0.06
C -1.832 -9.002 3.455 -0.06 -0.34 0.03
C 1.344 4.090 -1.402 0.36 0.32 -0.70
N 3.422 2.778 1.853 0.54 2.37 -0.59
H 0.793 6.082 -2.061 0.12 -0.12 0.04
C -1.692 -1.684 0.823 -0.85 -1.00 -1.23
H -1.367 0.449 -1.766 0.04 0.44 0.08
C -2.416 0.748 -1.725 0.30 -0.60 -0.14
C -0.418 2.456 3.004 -0.31 -0.34 -0.48
H 1.829 3.894 2.614 0.11 0.03 -0.30
H 4.452 0.514 1.624 0.00 -0.17 0.39
H -6.002 0.950 -7.231 0.03 0.01 -0.06
C -1.291 -8.706 2.064 -0.22 -0.14 0.54
H 3.215 2.288 4.314 0.44 0.13 -0.02
H -1.998 9.216 -1.299 0.09 -0.10 0.02
C 1.723 3.635 5.029 0.70 -0.94 -0.18
H -2.057 -10.063 3.556 -0.05 0.03 0.01
C 2.897 3.792 2.783 0.09 -0.37 1.09
O 1.640 -10.896 -1.169 0.02 0.04 0.07
O -0.213 9.871 -2.071 0.09 -0.25 0.18
H -1.725 11.680 0.144 0.11 -0.02 -0.01
H -3.800 -4.080 1.027 -0.17 0.01 -0.25
H 6.141 0.839 0.040 0.04 0.50 0.01
H 0.023 2.484 5.689 -0.04 -0.05 -0.19
H 3.364 4.774 2.622 -0.03 -0.09 -0.05
O -4.243 -0.267 -0.192 0.46 -1.06 -0.10
H 0.745 -9.675 -4.650 -0.13 0.01 0.06
C -1.773 -0.307 0.853 -0.22 0.34 -0.45
H 7.255 1.628 1.210 -0.26 0.20 -0.13
H -0.375 5.601 0.223 -0.14 -0.27 0.04
H -3.002 -1.955 -0.870 -0.14 -0.14 0.10
S 3.617 2.132 -0.727 0.12 -0.20 0.12
C -0.669 -3.859 1.495 0.26 -0.28 -0.79
C 1.214 -2.401 3.134 0.11 0.26 0.08
H 5.439 3.079 1.212 -0.29 0.17 -0.02
H 0.857 -3.352 3.523 -0.04 0.01 -0.20
F -3.713 -2.454 2.156 -0.02 0.01 0.02
C -0.039 -7.866 2.030 0.34 -0.12 -0.07
H 3.869 3.915 4.752 0.11 -0.21 -0.09
O 2.217 0.215 3.357 -0.77 0.10 0.14
O -0.968 2.643 0.711 0.37 -0.78 0.54
C 1.058 0.532 3.165 0.15 0.31 -0.33
O -1.000 2.001 -5.609 0.00 -0.04 0.07
C 1.237 -10.112 -1.965 0.03 -0.06 0.10
C 0.718 8.948 -1.717 0.13 -0.06 -0.11
O -0.159 -7.185 0.772 -0.42 -0.43 0.18
O -2.889 2.820 -4.689 -0.07 -0.10 -0.21
H 0.174 -7.612 -2.453 0.10 -0.06 0.05
H 5.256 3.008 2.957 -0.50 0.24 -0.01
H -5.944 2.698 -7.140 0.10 0.06 0.01
O -3.013 1.493 -6.486 0.05 0.13 0.30
H 6.888 -0.920 2.307 0.16 0.08 0.00
H 0.922 3.085 -1.350 0.00 0.10 0.40
C 5.298 1.082 2.011 0.19 1.00 -0.64
C -0.791 1.908 1.662 -0.11 0.77 -0.27
H -1.153 -9.633 1.505 0.05 0.10 -0.12
O -2.211 -7.881 1.316 0.30 0.14 -0.16
H -4.938 2.965 -4.368 0.13 0.01 0.09
C 3.059 3.369 4.267 -0.87 0.43 -0.16
C -2.644 -2.531 -0.023 -0.10 0.17 0.43
C -1.490 -7.087 0.501 -0.15 -0.16 -0.09
C 0.486 1.811 3.724 0.20 -0.38 0.76
H 1.927 3.932 6.061 -0.10 0.20 -0.10
C -4.365 1.686 -6.031 -0.28 0.06 -0.48
H -1.372 6.282 -1.049 0.06 -0.06 -0.03
C 7.184 -0.508 1.338 -0.35 0.00 -0.20
H -1.927 -7.537 -3.333 -0.04 -0.05 0.04
S -3.055 0.545 -0.056 -2.25 0.75 -0.55
C 0.089 -0.279 2.328 1.31 0.45 1.05
H 0.136 10.206 0.671 -0.07 0.11 -0.10
H 8.272 -0.435 1.303 -0.07 0.01 0.04
H -0.858 3.386 3.352 0.02 0.05 -0.31
H -4.630 0.826 -5.411 0.09 0.04 0.08
O 1.968 -9.611 -2.994 -0.20 -0.09 0.06
H -1.383 -8.503 -4.689 0.06 -0.11 0.01
C -1.206 9.920 -1.032 -0.15 0.54 0.01
H -2.080 -9.283 -3.255 0.12 -0.10 -0.03
C 6.489 0.858 1.072 0.53 -1.06 0.61
H -2.118 -3.390 -0.436 0.05 0.06 0.09
H 1.496 1.566 5.632 0.10 0.00 -0.28
H 1.248 -3.930 -1.184 -0.04 0.11 -0.06
C 0.171 -1.656 2.340 0.05 -0.81 0.11

***

(2)
30
Properties=species:S:1:pos:R:3:forces:R:3 method="wB97M-V/def2-TZVPD" homo_energy_ev=-8.3 gap_ev=7.3401 e_lumo_ev=-0.98
C -0.636 -3.230 0.610 0.56 2.14 0.03
C -0.530 0.541 0.967 -0.61 2.03 0.98
C -1.631 1.261 0.222 3.85 1.81 0.43
H 1.846 1.344 4.092 -0.12 0.67 1.20
H -0.345 2.823 1.042 0.64 -0.27 0.52
S 2.762 -0.432 1.051 -1.97 0.40 -0.47
C 3.490 -0.138 3.415 -0.57 1.92 0.27
H 4.680 -1.582 2.135 -1.16 1.43 0.10
C -1.623 -3.229 -0.373 -0.44 -0.14 0.52
C -2.334 -2.041 -0.662 0.02 -0.17 -0.62
O -1.546 2.462 0.037 -1.28 1.65 0.11
O -4.363 -0.051 -1.692 -1.36 -6.51 -3.04
H -3.147 -1.998 -1.388 0.27 -0.50 0.23
C -3.595 0.691 -1.265 0.53 3.35 3.31
Cl -2.028 -4.737 -1.158 0.05 0.54 0.17
C 1.669 0.512 2.106 3.25 0.59 2.04
C -0.804 -0.787 0.743 -1.08 -3.82 -0.42
C -0.255 -1.994 1.203 -0.12 -0.26 -0.98
O 0.455 2.572 1.618 0.09 -2.26 0.36
H 0.595 -1.955 1.876 -0.20 -0.30 0.01
H -3.615 2.553 -0.631 1.34 2.41 0.95
C 2.321 0.781 3.349 0.44 -4.19 -4.28
H -4.730 2.268 -1.934 0.95 -0.75 1.41
F 0.134 -4.294 0.890 -0.62 -0.06 -0.06
N -4.112 1.929 -1.161 -0.05 1.42 -1.34
C 3.866 -0.800 2.252 0.38 -0.12 2.21
C -1.914 -0.830 -0.146 1.14 -4.47 0.38
Cl 4.361 -0.066 4.915 0.26 -0.50 -0.19
C 0.478 1.164 1.642 -1.37 3.09 -2.38
N -2.366 0.398 -0.474 -2.82 0.89 -1.47

***

(3)
50
Properties=species:S:1:pos:R:3:forces:R:3 method="wB97M-V/def2-TZVPD" multiplicity=6 homo_energy_ev="-10.7 / -10.9" total_charge=+1 gap_ev="3.9588 / 3.9677" e_lumo_ev="-6.76 / -6.92"
C 0.560 2.205 -2.213 1.14 0.97 -1.51
H 2.236 -0.062 1.022 -0.31 0.07 0.30
H 0.725 2.832 -4.245 0.44 0.44 -0.25
C 1.283 2.132 -3.624 -2.19 -1.34 0.66
H 3.138 -2.770 0.025 0.06 -0.06 0.36
C 0.041 -0.083 2.803 -1.82 -0.47 -0.92
H 2.355 2.332 -3.594 0.01 0.19 0.05
H 2.015 1.019 -5.914 0.08 0.25 -0.13
C -0.225 -1.330 0.698 -2.09 -0.97 1.15
H -1.467 -1.483 -1.115 -0.41 0.40 -0.06
H -4.450 -2.884 0.298 0.11 -0.22 0.34
Mn 0.210 3.994 2.004 0.03 1.66 0.91
O -2.024 0.130 3.990 -0.18 0.83 0.40
C 2.127 1.088 -0.879 -0.04 -0.44 1.20
C -0.764 0.762 3.807 -0.86 -1.40 -0.25
N 0.740 1.031 -1.413 1.19 -0.53 -0.73
Br 0.100 2.091 0.995 0.02 2.66 1.13
H -3.382 1.808 4.169 -0.10 -0.26 -1.03
O -2.525 -2.300 0.521 0.56 -0.02 0.02
H 1.553 -2.501 0.913 1.13 -0.48 -0.07
H -0.258 0.851 4.768 0.25 0.16 0.10
C -1.315 -2.034 -0.187 0.54 -0.14 0.04
H 0.988 -0.373 -5.847 -0.36 0.03 0.52
H 0.245 1.278 -5.930 -0.02 -0.14 -0.43
H -2.550 1.446 5.559 0.53 -0.36 0.44
H 0.257 -1.085 3.177 -0.01 0.18 0.41
O 1.018 0.815 -4.096 0.31 -0.37 -0.57
O 1.935 -1.231 -0.653 0.79 -2.27 -1.46
H 0.607 -0.850 0.183 -1.45 -0.98 -0.25
H 1.000 3.071 -1.717 0.49 0.61 0.29
N -0.815 -0.363 1.580 0.17 0.58 1.49
H 0.985 0.409 2.568 0.25 -0.12 0.23
H 2.053 1.935 -0.197 1.16 0.27 0.05
H -0.480 2.526 -2.275 -0.24 -0.72 -0.51
H -0.885 0.455 0.991 -1.23 -0.68 0.60
H 0.141 -2.111 1.365 -0.32 0.13 0.01
H -3.338 -4.095 -0.349 0.45 0.07 -0.16
H 1.628 -3.358 -0.616 -0.23 0.61 -0.51
H -0.897 -2.986 -0.513 0.25 -0.22 -0.08
H -0.976 1.745 3.385 0.19 0.51 0.02
C 2.074 -2.545 -0.043 1.01 0.95 0.01
H 0.144 1.250 -0.627 -0.05 -1.38 -1.24
C 1.056 0.668 -5.533 0.37 0.77 0.88
C -2.968 0.943 4.687 0.35 -0.14 0.74
H -3.768 0.303 5.059 0.04 0.01 -0.33
C 2.548 -0.163 -0.017 0.12 0.23 -1.22
H 3.618 -0.370 0.024 0.34 0.59 -0.12
C -3.505 -3.025 -0.228 -0.25 1.43 0.34
H -3.677 -2.474 -1.153 0.20 -0.48 -0.56
H 2.889 1.357 -1.611 -0.40 -0.41 -0.31

***

(4)
10
Properties=species:S:1:pos:R:3:forces:R:3 method="wB97M-V/def2-TZVPD" homo_energy_ev=-3.5 total_charge=-1 smiles="C=POC(=C)[O-]" gap_ev=7.9087 e_lumo_ev=4.44
O 1.021 -0.461 2.317 -0.04 0.47 2.10
H -1.792 2.498 -1.871 -0.01 -1.11 0.25
C 0.684 -0.875 1.262 0.21 2.76 -0.13
P -1.239 0.600 -0.325 0.41 0.94 -0.96
C -0.999 1.879 -1.396 -0.19 1.70 0.12
C 0.743 -1.955 0.536 -0.95 0.64 -3.66
H -0.093 2.545 -1.404 -0.42 -1.21 0.18
H 0.627 -1.908 -0.545 -0.20 -0.34 0.46
O 0.166 0.459 0.338 0.41 -0.67 0.29
H 0.883 -2.782 1.087 0.77 -3.18 1.35

***

(5)
110
Properties=species:S:1:pos:R:3:forces:R:3 method="wB97M-V/def2-TZVPD" multiplicity=3 homo_energy_ev="-5.2 / -8.5" gap_ev="4.9408 / 8.2791" e_lumo_ev="-0.24 / -0.24"
O 15.629 12.737 15.594 2.23 -1.61 -0.38
H 15.581 6.044 16.263 0.37 1.07 -0.10
C 16.618 10.673 12.071 -0.04 0.30 0.21
N 13.681 14.745 16.099 -0.01 1.68 1.31
C 11.344 11.095 12.694 -0.19 0.01 -0.33
H 14.064 12.655 21.280 -0.02 -0.25 0.73
C 16.512 11.728 15.614 0.50 2.20 -0.27
C 10.012 9.623 11.315 0.53 0.17 0.31
O 12.172 11.327 16.277 -0.22 -3.44 0.20
C 13.369 13.065 10.502 0.44 0.43 -0.66
H 17.609 11.108 11.922 -0.49 0.17 -0.02
C 14.956 12.000 18.905 -0.29 0.06 -0.14
H 12.271 10.991 25.567 0.12 0.30 -0.21
C 12.453 10.661 23.471 -0.43 -0.70 0.52
H 8.094 9.121 12.104 -0.12 -0.06 -0.02
Ti 13.772 12.520 16.176 -0.92 0.87 -1.04
H 13.618 13.084 25.551 0.04 0.08 -0.16
C 14.945 17.764 18.960 0.36 0.43 -0.07
C 13.360 15.497 17.174 -0.51 -0.54 -0.43
C 8.987 9.710 12.244 -0.31 0.23 0.43
N 13.720 16.771 17.009 0.41 -0.05 -1.08
C 14.134 9.473 12.516 -0.44 0.12 -0.02
C 12.682 11.379 24.633 0.08 0.18 0.52
H 17.564 8.954 15.970 -0.46 0.33 -0.15
H 12.768 15.151 18.015 0.31 -0.01 -0.08
C 15.597 15.856 22.095 0.25 -1.53 2.53
C 14.735 14.200 23.193 0.79 1.99 0.55
H 17.764 17.554 21.647 0.12 -0.06 0.04
C 13.749 9.519 16.337 1.70 0.27 -0.18
C 9.092 10.543 13.363 -0.32 -0.28 -0.35
F 14.074 13.988 8.393 -0.26 -0.17 0.91
C 13.004 11.065 22.290 0.01 1.13 -1.20
S 10.017 13.949 17.823 -0.60 0.18 -0.39
O 16.217 6.783 16.135 -0.51 0.12 0.23
C 11.157 10.392 11.496 0.50 -0.05 0.05
C 14.235 10.874 12.594 0.53 -0.28 -0.80
C 14.304 15.672 15.302 -0.12 -0.97 -0.09
H 11.759 10.021 20.763 0.00 0.29 0.22
H 17.393 8.679 12.079 0.49 -0.25 -0.16
C 6.054 14.571 17.504 0.31 0.32 0.29
C 15.269 8.703 12.280 0.01 -0.17 0.15
N 14.578 10.575 16.233 0.83 -1.09 -0.93
H 7.777 15.166 18.620 -0.39 -0.28 -0.67
C 13.062 15.407 9.960 -0.17 -0.41 -0.53
H 5.921 13.667 16.918 -0.09 -0.02 -0.01
F 13.668 11.861 9.987 0.26 0.27 0.31
H 14.845 15.416 14.408 -0.27 -0.10 -0.25
H 17.999 19.062 19.725 -0.21 0.02 -0.09
H 5.573 14.438 18.482 0.22 -0.04 -0.26
Br 11.147 14.774 13.590 0.40 -0.12 -0.40
P 12.878 11.975 13.144 0.31 -0.23 -0.28
C 14.253 8.206 16.268 -0.66 0.38 0.50
N 14.310 16.877 15.760 0.38 1.11 1.27
C 10.295 11.184 13.597 0.01 0.19 0.75
H 12.843 17.933 18.495 -0.21 0.01 0.18
C 16.488 9.140 16.053 0.06 0.36 -0.39
C 13.723 12.262 22.245 -0.46 -0.13 -0.38
C 12.793 10.264 21.020 0.49 -0.20 -0.17
C 15.846 16.779 21.015 -0.16 0.88 -1.56
F 13.097 16.408 9.050 0.10 -0.70 0.95
H 5.584 15.424 17.013 -0.15 -0.18 -0.07
O 17.702 11.856 15.372 -0.41 -0.37 0.09
C 16.527 9.299 12.149 -1.09 -0.21 -0.03
C 15.469 11.454 12.249 0.21 -0.20 0.49
C 8.514 14.188 17.079 -0.87 0.37 -0.54
H 9.981 8.891 10.522 -0.23 0.22 -0.31
H 11.823 9.767 23.477 0.25 0.21 0.19
C 7.324 14.486 14.874 0.52 -0.97 -0.51
N 8.223 13.788 15.801 1.89 -0.02 0.07
N 7.487 14.836 17.692 0.61 0.02 1.37
H 13.949 18.834 17.435 -0.35 -0.59 -0.17
C 17.088 18.476 19.812 0.55 -0.36 0.44
H 13.307 9.319 21.174 0.09 -0.19 -0.29
O 11.438 9.155 16.497 0.13 0.43 0.10
C 12.841 11.767 18.991 1.92 0.36 -0.74
C 12.353 15.519 11.145 -0.39 0.03 0.11
H 6.985 15.426 15.252 -0.08 0.57 0.26
H 10.462 11.728 14.530 -0.08 -0.18 -0.16
H 13.582 7.341 16.355 0.19 0.49 -0.15
H 15.161 7.617 12.203 0.10 0.36 0.11
C 13.436 12.553 24.624 0.09 -0.24 -0.24
C 16.995 17.593 20.892 -1.15 -0.24 0.02
H 9.114 13.515 15.359 -0.85 -0.23 0.25
N 13.819 12.431 18.285 -1.57 -1.07 2.43
C 15.632 8.035 16.186 -0.01 -0.52 -0.22
H 11.947 10.424 10.737 -0.30 -0.29 0.33
N 14.756 11.103 19.824 0.14 -0.91 0.61
H 13.977 16.252 20.065 0.03 0.10 0.24
H 15.935 12.405 18.678 -0.11 -0.29 -0.13
H 11.798 11.873 18.885 -0.96 0.09 -0.42
C 14.848 16.902 20.019 0.10 -0.89 0.82
N 13.394 10.914 19.860 0.91 1.28 -0.36
H 7.896 14.640 13.948 -0.31 0.10 0.22
C 13.552 14.151 9.631 -0.13 -0.05 -0.59
N 16.095 15.844 23.320 0.01 1.67 -1.93
H 15.548 12.531 12.144 0.07 -0.03 0.25
H 16.206 19.159 17.926 0.06 -0.22 0.98
C 16.099 18.554 18.854 -0.53 0.09 -1.24
H 6.471 13.847 14.640 -0.05 0.17 -0.03
C 15.912 10.412 15.962 -1.65 -1.12 1.02
C 12.334 9.982 16.402 -1.55 1.43 -0.24
C 13.793 17.891 17.981 0.58 -0.11 -0.61
C 13.949 13.007 23.398 -0.45 -0.73 -0.17
H 8.250 10.661 14.055 0.44 -0.18 -0.24
F 11.776 16.694 11.381 -0.17 0.18 0.19
N 15.521 14.858 24.021 -1.03 -1.91 -0.57
H 13.144 8.987 12.557 0.65 0.28 0.29
C 12.872 13.222 11.791 -1.22 0.70 -0.25
C 12.184 14.443 12.019 1.14 0.33 -0.01
O 14.706 14.805 21.958 0.65 0.40 0.42

***

(6)
33
Properties=species:S:1:pos:R:3:forces:R:3 method="wB97M-V/def2-TZVPD" homo_energy_ev=-10.2 smiles=O.O.O.O.O.O.O.O.O.O.O gap_ev=10.2619 e_lumo_ev=0.03
H -1.312 1.512 3.029 0.11 -0.05 -0.05
O 2.912 -4.171 -1.790 -0.07 -0.03 0.24
H -0.790 4.007 -0.375 0.11 0.03 -0.06
H -3.339 1.910 -0.684 0.09 -0.11 -0.13
O 1.288 -2.963 1.429 0.20 -0.44 -0.13
H 1.042 -2.423 0.670 -0.16 0.48 0.02
H -1.313 5.352 0.104 0.09 0.02 -0.07
H -0.337 -0.186 0.206 -0.08 -0.04 -0.03
O -0.786 4.945 -0.594 -0.18 -0.07 0.15
O 4.044 -0.376 -1.063 0.14 -0.09 0.11
H 4.589 0.214 -0.530 -0.02 0.00 -0.08
H -0.900 -2.577 3.032 0.22 0.04 -0.20
O 0.537 -0.297 -0.186 0.02 -0.07 0.15
H -4.603 -0.938 -0.772 0.28 0.10 -0.08
H -2.696 -0.686 -2.894 0.08 0.12 0.20
H 2.018 -4.401 -1.513 0.05 0.02 -0.15
H 0.025 0.791 2.996 -0.07 -0.06 -0.06
H 5.553 4.369 0.139 0.01 -0.07 -0.08
O -3.800 -1.461 -0.875 -0.37 -0.93 0.31
H 4.471 3.309 0.264 0.01 0.04 -0.10
O 5.228 3.563 -0.276 -0.04 0.01 0.19
H -2.129 -2.177 2.232 0.06 0.12 -0.06
H -4.509 1.290 0.062 0.02 0.18 0.09
H 4.671 -1.016 -1.418 -0.06 0.09 -0.05
H 1.066 0.398 0.220 0.02 -0.11 -0.09
O -3.831 1.087 -0.592 -0.65 0.72 0.72
O -1.237 -1.885 2.452 -0.34 0.05 0.19
H -3.564 0.544 -2.680 0.19 -0.12 0.16
H 1.659 -3.763 1.038 0.03 0.04 0.17
H 3.166 -3.458 -1.193 -0.01 0.07 -0.08
O -2.662 0.221 -2.570 0.35 0.11 -1.16
O -0.401 1.614 2.733 -0.05 0.01 0.02
H -4.061 -2.348 -0.603 -0.01 -0.07 -0.06